DFT (ωB97M-V/def2-TZVPD) results for 2 unconnected molecules or ions with the total composition C8H11F2N.

Summary:
* DFT total energy: -15394.6354 eV
* SMILES string: C[C@@H](F)CC=C=N.CC#CF
* ΔE to the lowest compared entry with this formula, charge and spin: 2.916 eV
* Kohn-Sham gap: 0.3477 Ha

Last column: natural (NBO) charge in e.
CARTESIAN COORDINATES (ANGSTROEM)
C 3.0539 0.7388 -1.7527  -0.1135
C 2.3120 1.5964 -2.7253  -0.6582
C 3.5608 -0.1863 -1.1508  0.3388
C 0.2786 -1.8829 -0.2736  0.4334
C -1.9878 0.5620 2.6543  -0.6529
C -0.7312 -1.5805 0.5029  -0.4550
C -1.4941 -0.2911 0.2385  -0.4294
C -2.5233 0.0912 1.3402  0.2195
N 1.1740 -2.1875 -1.0328  -0.6127
F 4.1047 -1.0074 -0.2574  -0.2758
F -3.3210 1.0895 0.8019  -0.3738
H 1.2332 1.1933 -2.4951  0.2416
H 2.5456 1.4074 -3.7509  0.2394
H -1.5997 -0.3212 3.2550  0.2238
H -1.2734 1.3760 2.3455  0.2142
H -2.7684 1.0458 3.2661  0.2315
H 2.3436 2.6088 -2.5918  0.2314
H -0.9332 -2.1174 1.4194  0.2433
H -2.0282 -0.2692 -0.7293  0.2295
H -0.8024 0.6024 0.2633  0.1990
H -3.1893 -0.7542 1.4575  0.1505
H 2.0455 -1.7139 -0.7851  0.3752


DFT (ωB97M-V/def2-TZVPD) results for 9 unconnected molecules or ions with the total composition C22H60FN2O10S9.

Summary:
* charge: +1
* DFT total energy: -147461.2308 eV
* Kohn-Sham gap: 0.2620 Ha

Last column: Löwdin charge in e.
CARTESIAN COORDINATES (ANGSTROEM)
C 2.6227 -0.6990 -2.8965  0.0499
C 1.6810 -0.6375 -1.9082  -0.0961
C 0.2699 -0.1949 -2.0877  -0.2730
C 0.1048 1.3099 -2.1981  -0.1297
N -1.3177 1.5772 -1.9307  -0.0262
C -2.2134 0.9407 -2.8912  -0.1717
C -1.8721 -0.5163 -3.2022  -0.2754
S -2.6081 -1.7255 -2.0898  0.6473
O -1.9543 -2.9681 -2.3186  -0.2225
O -2.6379 -1.2443 -0.7560  -0.2092
F -4.0729 -1.7780 -2.5736  -0.0979
N -0.4129 -0.7486 -3.3215  0.1227
H 2.4947 -1.3640 -3.7524  0.0694
H 3.5395 -0.1259 -2.8630  0.0456
H 1.9620 -0.9293 -0.8982  0.1225
H -0.2945 -0.4889 -1.2018  0.1462
H 0.3464 1.6693 -3.2138  0.1385
H 0.6886 1.8314 -1.4477  0.1438
H -1.4875 2.5772 -1.9490  0.1172
H -2.2670 1.4784 -3.8473  0.1415
H -3.2172 0.9664 -2.4648  0.1166
H -2.3076 -0.7398 -4.1790  0.1542
H -0.1606 -1.7174 -3.5329  0.1855
H -0.1016 -0.1519 -4.0954  0.1847
C -3.7026 2.2717 0.7086  -0.2754
S -4.8048 3.0099 -0.4932  0.8166
O -3.9450 3.4830 -1.6297  -0.5747
C -5.2372 4.4423 0.4936  -0.2569
H -3.2807 1.3663 0.2712  0.0299
H -2.9045 2.9657 0.9543  0.0226
H -4.2616 2.0139 1.6065  0.0578
H -4.3338 4.9940 0.7521  0.0625
H -5.7529 4.1132 1.3948  0.0586
H -5.8989 5.0719 -0.0979  0.0518
C 5.7458 -1.9625 -6.1398  -0.2650
S 6.0160 -0.3533 -5.3934  0.8470
O 4.8796 -0.1108 -4.4520  -0.5835
C 5.6834 0.6079 -6.8707  -0.2660
H 5.8654 -2.7167 -5.3647  0.0522
H 4.7380 -2.0128 -6.5524  0.0576
H 6.4856 -2.1248 -6.9229  0.0586
H 4.6795 0.3926 -7.2363  0.0650
H 6.4221 0.3668 -7.6346  0.0626
H 5.7594 1.6612 -6.6128  0.0315
C -0.0422 4.7635 3.4649  -0.2599
S -0.8481 3.2188 3.0310  0.8240
O -2.3237 3.4621 3.0888  -0.5738
C -0.3990 2.3358 4.5165  -0.2853
H -0.2362 5.4821 2.6709  0.0493
H -0.4481 5.1360 4.4052  0.0618
H 1.0309 4.5962 3.5525  0.0570
H -0.7820 2.8685 5.3898  0.0570
H 0.6822 2.2440 4.5713  0.0364
H -0.8385 1.3433 4.4712  0.0467
C 5.0808 4.4008 -8.2252  -0.2713
S 5.0244 4.3451 -10.0219  0.8043
O 4.5388 2.9924 -10.3994  -0.5572
C 6.8044 4.3589 -10.2667  -0.2699
H 4.0599 4.3611 -7.8508  0.0506
H 5.6425 3.5476 -7.8469  0.0277
H 5.5471 5.3319 -7.9031  0.0560
H 7.2520 3.5055 -9.7569  0.0547
H 7.2164 5.2920 -9.8826  0.0551
H 6.9947 4.2891 -11.3354  0.0525
C -4.8047 0.7403 7.3815  -0.2707
S -3.3187 1.6123 6.8687  0.7708
O -2.7945 2.3322 8.0582  -0.5477
C -4.1590 2.8205 5.8389  -0.2683
H -4.5115 -0.0457 8.0743  0.0496
H -5.4828 1.4339 7.8783  0.0588
H -5.2840 0.2973 6.5084  0.0524
H -4.8823 3.3700 6.4423  0.0608
H -4.6561 2.3097 5.0145  0.0530
H -3.4143 3.5044 5.4385  0.0259
C 1.0997 -0.5132 6.8388  -0.2571
S 2.2146 -0.5751 5.4329  0.8243
O 1.5314 0.1259 4.3018  -0.5837
C 2.0564 -2.3346 5.1480  -0.2683
H 1.0184 0.5230 7.1627  0.0515
H 0.1177 -0.8845 6.5450  0.0596
H 1.5094 -1.1187 7.6472  0.0572
H 1.0110 -2.5871 4.9688  0.0625
H 2.4324 -2.8741 6.0183  0.0175
H 2.6495 -2.5928 4.2723  0.0498
C -5.4619 -4.9137 -3.1643  -0.2799
S -7.0445 -5.4060 -2.4608  0.8012
O -7.0627 -6.8871 -2.4310  -0.5407
C -8.0416 -4.8892 -3.8649  -0.2718
H -4.6780 -5.1872 -2.4603  0.0494
H -5.3008 -5.4333 -4.1093  0.0603
H -5.4545 -3.8350 -3.3189  0.0279
H -7.7095 -5.4107 -4.7626  0.0586
H -7.9554 -3.8101 -3.9952  0.0506
H -9.0763 -5.1485 -3.6521  0.0517
C 4.5750 -6.1694 7.1544  -0.2701
S 3.2243 -5.6643 8.2254  0.8208
O 2.7600 -4.3327 7.7445  -0.5706
C 4.2307 -5.3732 9.6833  -0.2683
H 4.1647 -6.3611 6.1652  0.0492
H 5.3167 -5.3725 7.0978  0.0589
H 5.0245 -7.0817 7.5456  0.0553
H 4.9945 -4.6286 9.4594  0.0596
H 4.6905 -6.3098 9.9976  0.0558
H 3.5785 -5.0048 10.4721  0.0517


DFT (ωB97M-V/def2-TZVPD) results for a molecular structure, C37H38FN9O3S6SeTi.

Summary:
* DFT total energy: -214729.6843 eV
* spin multiplicity: 3
* ΔE to the lowest compared entry with this formula, charge and spin: 3.142 eV
* Kohn-Sham gap (spin up / spin down): 0.1150 / 0.1544 Ha

Last column: Löwdin spin population.
CARTESIAN COORDINATES (ANGSTROEM)
Ti 2.3177 -1.1240 -0.5832  0.4174
C 6.1696 0.2987 0.4861  0.0155
C 4.7030 0.0264 0.3730  0.1037
N 4.2142 -1.1208 -0.0785  0.0844
N 5.0978 -2.1140 -0.3969  0.0100
C 4.6179 -3.0696 -1.1319  0.0131
N 5.4073 -4.1674 -1.3337  0.0057
S 3.0599 -3.0752 -1.9041  0.0072
C 3.7234 1.0068 0.6648  0.1078
C 4.0014 2.3058 1.1304  0.0080
C 2.9780 3.1758 1.3822  0.0756
C 1.6475 2.7420 1.1964  0.0352
C 1.4295 1.4736 0.7385  0.0438
N 2.4209 0.6096 0.4498  0.0841
H 6.7166 -0.6164 0.2838  -0.0003
H 6.4266 0.6736 1.4780  0.0036
H 6.4546 1.0534 -0.2508  0.0060
H 6.3882 -4.0410 -1.1397  0.0001
H 5.1805 -4.7318 -2.1335  0.0006
H 5.0301 2.6058 1.2724  -0.0010
H 3.1782 4.1830 1.7224  0.0043
H 0.8156 3.3992 1.4043  0.0011
H 0.4189 1.1069 0.6000  0.0035
F -1.3695 3.4233 -3.4082  -0.0086
C -1.8327 2.3431 -2.7201  0.0139
C -0.9078 1.4436 -2.2439  0.1341
C -1.3426 0.2833 -1.5821  0.0145
C -0.3971 -0.6624 -1.0994  0.2135
O 0.8657 -0.5147 -1.3937  0.0733
C -0.8819 -1.7505 -0.3167  0.0111
C -2.2187 -1.9639 -0.2302  0.1594
N -3.1450 -1.1229 -0.8103  0.0791
C -4.5217 -1.4921 -0.9414  0.0065
C -5.1693 -2.5266 -0.0831  0.0004
C -5.5287 -1.0805 0.1020  0.0038
C -2.7287 0.0646 -1.4080  0.0210
C -3.6268 1.0323 -1.8270  0.0358
C -3.1943 2.1938 -2.5058  0.1245
N -4.1570 3.1745 -2.8678  0.0289
C -5.4237 2.8016 -3.4320  0.0068
C -6.5205 3.6022 -2.7362  0.0015
N -6.2290 5.0566 -2.9609  0.0008
C -4.8711 5.4330 -2.4397  0.0024
C -3.8260 4.5500 -3.1184  0.0032
C 0.0707 -2.6509 0.4353  -0.0014
O -0.3610 -3.6136 1.0352  0.0016
O 1.3228 -2.2837 0.4274  0.0086
H 0.1525 1.5917 -2.4072  0.0082
H -2.5945 -2.8147 0.3146  0.0109
H -4.8531 -1.4592 -1.9756  0.0030
H -4.5988 -3.0055 0.6984  0.0001
H -5.8803 -3.1822 -0.5648  0.0002
H -5.1347 -0.5897 0.9820  0.0004
H -6.5017 -0.7221 -0.2093  0.0004
H -4.6801 0.8928 -1.6285  0.0033
H -5.5990 1.7399 -3.2837  0.0004
H -5.4669 3.0024 -4.5187  0.0024
H -6.4915 3.4100 -1.6654  0.0005
H -7.5107 3.3744 -3.1298  0.0004
H -6.9481 5.6339 -2.5283  0.0001
H -6.2351 5.2254 -3.9701  0.0010
H -4.8598 5.2583 -1.3656  0.0004
H -4.7010 6.4901 -2.6425  0.0007
H -2.8565 4.7990 -2.7023  0.0004
H -3.7957 4.7854 -4.1961  0.0008
C -0.0537 -0.9581 5.3744  0.0000
N 1.2606 -1.4652 5.6759  0.0004
C 2.2711 -1.5894 4.7639  0.0019
Se 2.2801 -1.0738 3.0262  0.0070
N 3.3144 -2.1639 5.4282  0.0003
C 2.9919 -2.3922 6.7524  0.0000
C 3.7010 -2.9228 7.8143  0.0000
C 3.0544 -2.9889 9.0425  0.0000
C 1.7485 -2.5363 9.1996  0.0001
C 1.0365 -1.9975 8.1349  0.0001
C 1.6764 -1.9379 6.9093  0.0001
H -0.1133 -0.8165 4.2975  0.0000
H -0.2257 -0.0030 5.8745  0.0000
H -0.8133 -1.6739 5.6911  0.0000
H 4.1699 -2.3997 4.9579  0.0001
H 4.7175 -3.2726 7.6944  0.0000
H 3.5801 -3.3976 9.8949  0.0000
H 1.2793 -2.6047 10.1719  0.0000
H 0.0253 -1.6356 8.2625  0.0000
C 0.2597 -2.5176 -4.6988  0.0006
S 0.4141 -0.7043 -4.7256  0.0016
C 2.1204 -0.4890 -5.0658  -0.0014
C 3.1500 -0.0852 -4.2637  -0.0006
S 3.3475 0.3378 -2.6020  -0.0070
S 4.6682 0.1309 -5.1611  -0.0005
C 4.1217 -0.2163 -6.7660  -0.0001
S 5.0490 -0.1252 -8.1174  0.0001
S 2.4638 -0.6788 -6.7833  -0.0005
H -0.8021 -2.7488 -4.7691  0.0000
H 0.6674 -2.9098 -3.7739  -0.0001
H 0.7909 -2.9344 -5.5513  0.0001